Record 1
Below is a cluster of 6 separate species, C31H54Cl2O20 in total, with properties calculated with wB97M-V/def2-TZVPD.

Calculated values
LUMO energy: -0.04037 Ha
SMILES: CCOCCOC1=C([C@@H](Cl)[C@@H](C)Cl)C(=O)OC1=O.CCOC(=O)OC.CCOC(=O)OC.CCOC(=O)OC.CCOC(=O)OC.CCOC(=O)OC
Total energy: -99018.231 eV
Kohn-Sham gap: 8.825 eV
HOMO level: -0.365 Ha

```
! wB97M-V def2-TZVPD RIJCOSX def2/J DEFGRID3
* xyz 0 1
C 6.616 1.647 -0.665
C 5.685 1.265 0.468
O 4.371 1.705 0.142
C 3.453 1.649 1.215
C 2.476 0.485 1.024
O 1.129 0.906 1.389
C 0.184 0.601 0.507
C -0.696 1.380 -0.147
C -0.864 2.880 -0.044
Cl 0.721 3.655 -0.310
C -1.948 3.431 -0.986
C -3.345 3.086 -0.495
Cl -1.872 5.230 -1.040
C -1.473 0.452 -1.012
O -2.080 0.663 -2.015
O -1.278 -0.850 -0.557
C -0.124 -0.842 0.192
O 0.471 -1.822 0.506
H 6.168 1.406 -1.628
H 6.844 2.712 -0.611
H 7.555 1.098 -0.573
H 6.033 1.717 1.401
H 5.676 0.173 0.588
H 3.967 1.551 2.174
H 2.893 2.585 1.249
H 2.758 -0.317 1.706
H 2.509 0.136 -0.006
H -1.165 3.087 0.985
H -1.754 3.090 -1.996
H -3.524 3.559 0.470
H -3.521 2.015 -0.421
H -4.073 3.493 -1.195
C -4.113 -1.593 -2.772
C -4.936 -1.704 -1.509
O -6.219 -1.070 -1.650
C -7.149 -1.791 -2.268
O -7.017 -2.912 -2.689
O -8.261 -1.063 -2.341
C -9.347 -1.706 -3.015
H -4.033 -0.554 -3.081
H -3.112 -1.985 -2.601
H -4.571 -2.153 -3.587
H -4.452 -1.176 -0.688
H -5.069 -2.742 -1.206
H -9.547 -2.684 -2.583
H -9.125 -1.808 -4.076
H -10.209 -1.060 -2.881
C -0.768 2.683 -4.639
C -2.198 2.218 -4.819
O -2.937 3.110 -5.669
C -2.750 2.937 -6.975
O -2.049 2.105 -7.491
O -3.486 3.842 -7.622
C -3.364 3.791 -9.046
H -0.745 3.715 -4.283
H -0.255 2.050 -3.914
H -0.222 2.641 -5.581
H -2.722 2.229 -3.867
H -2.242 1.204 -5.214
H -3.560 2.787 -9.416
H -2.369 4.110 -9.352
H -4.107 4.480 -9.436
C -5.936 -5.380 -0.105
C -5.894 -5.943 -1.509
O -4.655 -6.632 -1.758
C -4.586 -7.873 -1.286
O -5.455 -8.464 -0.700
O -3.381 -8.363 -1.583
C -3.153 -9.692 -1.111
H -5.063 -4.751 0.079
H -6.836 -4.780 0.030
H -5.935 -6.178 0.637
H -5.935 -5.141 -2.242
H -6.733 -6.612 -1.694
H -3.942 -10.363 -1.443
H -3.092 -9.703 -0.024
H -2.202 -10.003 -1.534
C 6.342 5.505 5.743
C 6.599 6.132 4.390
O 7.948 5.902 3.950
C 8.173 4.710 3.404
O 7.359 3.839 3.236
O 9.460 4.644 3.067
C 9.855 3.400 2.484
H 7.079 5.850 6.468
H 5.348 5.776 6.099
H 6.404 4.419 5.687
H 6.502 7.215 4.442
H 5.901 5.765 3.640
H 9.217 3.146 1.641
H 9.820 2.605 3.228
H 10.877 3.538 2.144
C 1.245 -2.002 4.309
C 1.254 -1.685 5.788
O 2.173 -2.526 6.502
C 3.449 -2.153 6.437
O 3.881 -1.188 5.861
O 4.173 -3.031 7.131
C 5.578 -2.771 7.129
H 1.047 -3.062 4.144
H 0.478 -1.419 3.800
H 2.210 -1.771 3.858
H 0.281 -1.884 6.232
H 1.498 -0.638 5.968
H 5.785 -1.752 7.449
H 5.992 -2.938 6.136
H 6.016 -3.474 7.831
*
```



Record 2
Below is a structure of composition C31H54Cl2O2P2Si2V in a non-equilibrium geometry, with properties calculated with wB97M-V/def2-TZVPD.

Calculated values
LUMO energy (alpha / beta): -0.00727 / -0.00414 Ha
Total energy: -122184.612 eV
Kohn-Sham gap (alpha / beta): 7.325 / 6.801 eV
⟨S²⟩: 0.758
HOMO level (alpha / beta): -0.276 / -0.254 Ha

```
! wB97M-V def2-TZVPD RIJCOSX def2/J DEFGRID3
* xyz 0 2
V -0.197 -0.059 -1.012
C 1.531 -0.146 -2.187
C 0.759 -1.324 -2.360
C -0.549 -0.930 -2.845
Si 1.484 -2.963 -1.849
C -0.561 0.490 -2.959
C 0.739 0.979 -2.541
Si 1.467 2.671 -2.299
H 2.606 -0.113 -1.935
H -1.327 -1.612 -3.190
H -1.360 1.088 -3.399
Cl -4.230 0.148 0.925
C 3.324 2.586 -2.221
C 0.966 3.718 -3.744
C 3.339 -2.887 -1.773
C 0.978 -4.240 -3.096
H 1.630 3.448 -4.582
H 1.112 4.784 -3.519
H -0.070 3.567 -4.069
H 3.689 2.051 -1.330
H 3.726 3.612 -2.194
H 3.718 2.083 -3.121
H 1.622 -4.100 -3.981
H -0.068 -4.168 -3.416
H 1.155 -5.250 -2.699
H 3.748 -2.531 -2.734
H 3.730 -3.900 -1.588
H 3.701 -2.227 -0.966
C 0.850 3.391 -0.644
C 0.857 -3.414 -0.098
P -0.810 2.744 -0.327
H 0.845 4.492 -0.707
H 1.519 3.035 0.158
P -0.761 -2.664 0.118
H 1.566 -2.975 0.624
H 0.815 -4.514 -0.012
C -1.295 -3.056 1.821
C -1.876 -3.653 -0.982
C -1.880 3.537 -1.603
C -1.357 3.472 1.261
C -1.262 2.478 2.436
H -2.423 3.697 1.100
C -0.600 4.761 1.607
H 0.470 4.544 1.747
H -1.002 5.158 2.548
H -0.705 5.531 0.834
H -1.895 1.592 2.277
H -1.617 2.974 3.354
H -0.222 2.151 2.580
H -1.459 3.248 -2.576
C -1.853 5.067 -1.504
C -3.321 3.000 -1.529
H -0.839 5.482 -1.562
H -2.311 5.403 -0.561
H -2.431 5.493 -2.335
H -3.393 1.947 -1.824
H -3.968 3.584 -2.197
H -3.730 3.079 -0.509
H -1.471 -3.543 -1.998
C -3.316 -3.107 -0.986
C -1.865 -5.146 -0.620
H -0.858 -5.580 -0.615
H -2.459 -5.702 -1.359
H -2.317 -5.307 0.371
H -3.392 -2.117 -1.448
H -3.717 -3.022 0.036
H -3.969 -3.790 -1.548
C -1.125 -1.857 2.774
C -0.584 -4.286 2.402
H -2.372 -3.259 1.729
H 0.492 -4.082 2.516
H -0.709 -5.179 1.778
H -1.007 -4.493 3.393
H -0.061 -1.599 2.885
H -1.527 -2.123 3.766
H -1.669 -0.970 2.419
C -2.539 0.024 -0.094
H -2.982 -0.047 -1.098
H -2.322 -0.965 0.481
H -2.285 1.088 0.316
Cl 3.956 0.175 7.145
C 3.468 0.129 5.490
C 3.483 -1.071 4.779
C 3.060 -1.117 3.445
C 2.520 0.010 2.828
C 2.506 1.220 3.534
C 2.952 1.274 4.857
C 2.017 -0.073 1.456
O 2.512 -0.829 0.587
O 0.949 0.668 1.238
H 3.815 -1.969 5.294
H 3.172 -2.042 2.894
H 2.193 2.159 3.071
H 2.883 2.173 5.470
*
```



Question: total energy of number 1 (C31H54Cl2O20)?
Answer: -99018.231 eV